Density functional theory data (wB97M-V/def2-TZVPD) for a molecular structure, C4H2KNaO2.

```
10
Properties=species:S:1:pos:R:3:nbo_charge:R:1
K 1.0003 -0.1963 2.6602 0.947
O -3.7533 -1.8447 0.6355 -0.581
O 3.6351 0.4850 -0.8368 -0.776
H 0.6321 2.2000 -0.3873 0.219
Na 0.4162 -1.4287 0.8377 0.833
C 2.6519 1.3061 -0.9404 0.412
C -1.7005 -0.7487 -0.2522 -1.083
H -1.6200 -0.1842 -1.2036 0.261
C 1.5235 1.7244 -0.7326 -0.802
C -2.7853 -1.3129 0.2197 0.569
```

## Properties
**ΔE to the lowest compared entry with this formula, charge and spin**: 142.2 kJ/mol
**Gap between HOMO and LUMO**: 0.1470 Eh
**Total charge**: 0

---

Density functional theory data (wB97M-V/def2-TZVPD) for 3 unconnected molecules or ions with the total composition C30H50N4O17.

```
101
Properties=species:S:1:pos:R:3:lowdin_charge:R:1
O 0.8684 -1.0075 -2.4152 -0.085
O 2.7407 -3.0487 6.4978 0.103
H 0.5551 -3.9232 7.4155 0.124
O -2.5963 2.4650 4.6995 0.024
C 1.7027 -4.2045 9.2438 -0.069
H -3.5907 1.1160 -0.5755 0.096
C 0.0649 2.3203 -3.6694 -0.108
O -1.2781 0.2616 -2.7296 -0.111
N -4.2564 4.5787 -3.5157 0.003
H 4.7735 -1.1346 6.5367 0.102
H 3.4772 2.6895 -6.9996 0.129
O 2.7844 -0.8123 7.0149 -0.015
O -1.6028 -5.7401 -4.1499 -0.053
O -3.2835 -4.0307 -4.7190 -0.152
H 2.6299 -3.3705 3.1028 0.101
C -2.8535 -2.8699 -2.4087 -0.164
H -3.1653 3.2268 -4.9390 0.120
C -3.8670 1.9368 4.3001 -0.222
H 6.6778 0.2236 -6.4116 0.106
C 3.0907 1.1681 -0.7236 -0.114
H 1.6529 3.4635 -5.3651 0.152
O -0.4070 2.3372 4.8279 0.000
H -4.7334 -1.6068 -2.0331 0.120
C 0.7979 1.6099 4.5998 -0.041
H 0.3128 -0.8806 0.1347 0.169
O 3.2197 2.4793 -0.0393 -0.172
H -5.3139 0.4829 4.9860 0.080
C -3.5556 3.2986 -3.8106 -0.091
H -3.0683 -1.2395 -4.4471 0.123
H -4.5861 2.7608 4.3591 0.123
O 2.6900 1.4847 -5.4125 -0.217
H 4.5297 0.4385 -7.7257 0.125
H 1.2262 -5.1456 9.5319 0.080
H -3.7686 -5.0122 -2.8785 0.136
H 3.6474 -1.0980 5.1322 0.074
C 2.3277 -2.0855 7.1240 -0.549
O 4.1591 2.3554 0.8859 -0.080
H -1.7796 -2.6705 -2.8487 0.117
O 6.1750 1.0965 -6.4078 -0.147
O 1.3563 -2.1052 8.0707 0.022
H 3.7108 0.3918 -0.0745 0.150
C 1.1535 0.4456 -2.1702 -0.176
H -4.9612 3.4988 0.0975 0.091
C -1.9471 -4.6399 -4.8253 -0.146
N 1.6478 0.7180 -0.7668 -0.055
H -5.2147 5.4979 -1.7040 0.107
H 0.9128 1.3483 3.5429 0.080
H 4.4748 2.6581 -5.3032 0.146
N -0.5112 2.0512 -1.1307 0.095
H -4.2837 1.1573 6.2730 0.083
H 4.4887 -0.2553 -5.9728 0.134
H 1.0552 -2.9266 1.9966 0.101
H 2.2052 -1.3049 -0.1940 0.146
H -4.5496 -0.1540 -4.0242 0.133
H 4.0734 0.3997 5.9816 0.096
C 1.4972 2.3369 -5.6493 -0.200
C 1.4337 -0.4909 0.1514 -0.134
H 0.8126 0.7110 5.2239 0.096
H -2.6722 -3.3653 -1.3378 0.128
H -3.1141 -0.8899 -1.2806 0.092
O -1.5388 0.6763 3.7181 0.102
C 3.8788 -0.6686 6.1124 -0.045
H 1.0436 2.9205 -3.3424 0.157
C 2.2314 -2.8314 2.1402 -0.012
H -1.1426 -4.1331 -5.5446 0.170
H 1.6390 2.2463 4.8891 0.098
N 1.6195 -1.6523 -5.0236 0.127
C -4.5180 3.3480 -0.9859 -0.050
C -4.3031 0.8199 5.2319 -0.069
C 1.4210 -1.3409 -3.7692 -0.117
H -3.6282 -0.0393 5.1643 0.075
H 1.9546 -3.6415 10.1480 0.082
H 2.7415 -3.3202 1.1857 0.104
H -4.8688 -3.5565 -3.3694 0.142
C -3.7496 1.9654 -1.3635 0.012
C -4.6695 4.5041 -2.0865 -0.134
H 3.6626 2.2224 1.7568 0.136
H 1.2417 2.3307 -6.8154 0.160
O 3.8656 -0.8986 2.5301 -0.024
H 2.6470 -4.4368 8.7414 0.075
C 0.7873 -3.3912 8.3457 -0.221
H -2.1192 0.9309 -4.6910 0.165
O 1.7154 -0.1639 1.5800 -0.095
C -3.5010 -0.5109 -3.6062 -0.121
C -3.2291 2.0174 -2.9042 -0.093
C -3.7318 -3.9109 -3.3223 -0.191
C -0.2688 1.2834 -2.4473 -0.327
O 0.3687 1.6835 -4.9647 -0.154
C 3.8718 2.0412 -6.1087 -0.139
H -1.0577 1.4687 -0.4587 0.090
C -2.3939 0.7422 -3.5445 -0.255
H -0.7695 3.1645 -3.7942 0.140
H 1.9166 0.7485 -3.0238 0.150
H -0.1632 -3.2143 8.8604 0.123
H -1.0082 2.9279 -1.4028 0.081
H -3.8420 1.6061 3.2550 0.118
C -1.5168 1.7251 4.3426 -0.546
C 4.7599 0.7160 -6.6101 -0.188
C 2.6371 -1.2107 2.0976 -0.283
H 3.6273 1.2277 -1.7615 0.154
C -3.5759 -1.3914 -2.2302 -0.200
```

## Properties
**Gap between HOMO and LUMO**: 0.3131 Eh
**Total charge**: 0

---

Density functional theory data (wB97M-V/def2-TZVPD) for C5H6N2S in the gas phase.

```
14
Properties=species:S:1:pos:R:3:nbo_charge:R:1
N -0.1751 0.0125 0.6402 -0.586
H 1.3055 -0.2809 -0.4870 0.217
C 0.2478 -0.5098 -0.5321 0.074
H -1.0635 -0.1837 1.0042 0.408
H -0.1526 -1.2466 -2.4511 0.232
H 2.6179 0.1051 0.6181 0.195
C -2.7228 0.5047 -1.8011 0.043
H 2.5938 0.6865 2.3933 0.221
C 2.0393 0.4486 1.4892 -0.494
N -2.8906 1.5142 -2.3617 -0.317
C -0.4908 -1.1819 -1.4324 -0.449
C 0.7294 0.5248 1.5638 -0.002
H 0.3171 0.7355 2.6733 0.220
S -2.3553 -1.1289 -1.3167 0.238
```

## Properties
**ΔE to the lowest compared entry with this formula, charge and spin**: 294.0 kJ/mol
**Gap between HOMO and LUMO**: 0.3360 Eh
**Total charge**: 0

---

Density functional theory data (wB97M-V/def2-TZVPD) for a molecular structure, C5H8NO.

```
15
Properties=species:S:1:pos:R:3:nbo_charge:R:1
C -0.6755 -0.7232 -0.0588 0.729
H 3.1997 -1.0982 0.7681 0.271
C 2.7665 -0.2575 0.3171 -0.081
H 0.8636 0.9023 1.9864 0.249
H 0.8541 2.1510 0.5899 0.236
H -2.5968 -1.7046 -0.7530 0.277
H -2.4577 0.0278 -0.3264 0.269
H 1.1594 -1.3191 -0.6115 0.530
H -2.5023 -1.0515 1.0269 0.276
C -2.1673 -0.9755 -0.0846 -0.694
C 0.6743 1.1444 0.8628 -0.012
C 2.3140 0.7596 -0.1074 -0.261
N -0.2409 0.5257 0.1154 -0.483
H 2.3200 1.5016 -0.8635 0.297
O 0.1601 -1.5732 -0.5993 -0.603
```

## Properties
**ΔE to the lowest compared entry with this formula, charge and spin**: 409.9 kJ/mol
**Gap between HOMO and LUMO (spin up / spin down)**: 0.3476 / 0.3476 Eh
**Total charge**: +1

---

Density functional theory data (wB97M-V/def2-TZVPD) for C2H5NS in the gas phase.

```
9
Properties=species:S:1:pos:R:3:nbo_charge:R:1
H 0.2202 -1.4238 0.0597 0.156
H 2.9659 1.0246 -0.4717 0.119
S 2.5541 -0.1451 0.0399 0.175
H -1.7749 -0.1747 1.0748 0.231
H -1.5450 1.1493 -0.1273 0.242
N 0.9970 0.4427 0.1741 -0.597
C -0.0343 -0.3866 -0.0121 0.109
C -1.4293 0.0704 -0.0240 -0.665
H -1.9536 -0.5568 -0.7134 0.230
```

## Properties
**ΔE to the lowest compared entry with this formula, charge and spin**: 135.1 kJ/mol
**Gap between HOMO and LUMO**: 0.3507 Eh
**Total charge**: 0

---

Density functional theory data (wB97M-V/def2-TZVPD) for 2 unconnected molecules or ions with the total composition C3H7N2OS.

```
14
Properties=species:S:1:pos:R:3:nbo_charge:R:1
H -2.3834 0.9828 -0.5439 0.462
H 1.4039 0.0059 4.0822 0.296
H 0.1933 -0.3953 -1.5963 0.223
O -0.8848 0.2021 0.5501 -0.563
N -0.9082 0.0586 -3.0048 -0.710
H -0.5165 -0.6651 -3.5640 0.441
S 1.3956 -1.6533 0.9488 0.114
H -0.0617 -0.3698 0.6652 0.476
C 1.6654 -0.5693 2.0677 -0.011
N -1.4884 0.4087 -0.6767 -0.205
C 1.8271 0.1813 3.0640 -0.547
C -0.7671 0.0982 -1.7170 0.343
H -1.6498 0.6024 -3.4068 0.412
H 2.1748 1.1128 3.1317 0.270
```

## Properties
**ΔE to the lowest compared entry with this formula, charge and spin**: 476.5 kJ/mol
**Gap between HOMO and LUMO**: 0.3232 Eh
**Total charge**: +1

---

Sequential F_max output: 5.91; 11.72; 3.64; 3.37; 5.26; 4.14 eV/A